A 11-piece molecular cluster, C34H84Br2FN2O12PS2 overall in a non-equilibrium geometry, computed with ωB97M-V/def2-TZVPD.

Values from the calculation:
LUMO level = 0.192 eV
SMILES = [H]/N=C\C[C@@]1(CNC)C(=O)O[C@](C[C@H](C)F)([PH2]=S)[C@@]1(S)[C@H](Br)[C@@H](C)Br.CCO.CCO.CCO.CCO.CCO.CCO.CCO.CCO.CCO.CCO
Kohn-Sham gap = 7.93 eV
M = 987.0 g mol⁻¹

ORCA input file:
```
! wB97M-V def2-TZVPD RIJCOSX def2/J DEFGRID3
* xyz 0 1
H 3.056 -0.284 -0.887
N 3.130 -1.310 -1.054
C 2.462 -1.889 -0.073
C 1.757 -0.984 1.049
C 0.658 -1.705 1.940
C 1.440 -2.855 2.726
N 1.410 -2.691 4.236
C 2.841 -2.547 4.713
C 0.340 -0.552 3.056
O 1.116 0.199 3.654
O -1.063 -0.438 3.259
C -1.699 -0.574 1.922
C -1.485 0.807 1.198
C -1.900 2.146 1.918
C -0.701 3.233 1.921
F -2.398 2.087 3.252
P -3.523 -0.751 2.436
S -4.759 0.354 1.351
C -0.869 -1.905 1.451
S -1.485 -3.083 2.815
C -0.877 -2.452 -0.018
Br -0.599 -1.095 -1.478
C -2.078 -3.365 -0.532
C -2.061 -4.887 0.043
Br -3.868 -2.536 -0.554
H 2.344 -3.028 -0.052
H 1.450 -0.026 0.525
H 2.609 -0.681 1.763
H 2.565 -2.786 2.480
H 1.162 -3.926 2.407
H 1.150 -3.642 4.560
H 2.903 -2.499 5.844
H 3.271 -1.626 4.188
H 3.481 -3.433 4.338
H -0.384 0.926 0.877
H -2.055 0.756 0.198
H -2.720 2.644 1.283
H -1.200 4.202 2.319
H 0.123 2.980 2.661
H -0.338 3.486 0.873
H -4.057 -2.070 2.328
H -3.730 -0.297 3.794
H -0.952 -4.343 2.561
H 0.044 -3.138 -0.122
H -1.839 -3.530 -1.649
H -2.329 -5.651 -0.758
H -2.798 -4.892 0.923
H -1.038 -5.114 0.516
C 0.041 5.208 -2.519
C -1.131 5.590 -1.637
O -0.674 5.948 -0.337
H 0.592 4.370 -2.083
H -0.299 4.925 -3.518
H 0.744 6.041 -2.610
H -1.820 4.749 -1.531
H -1.681 6.436 -2.062
H -0.073 6.697 -0.436
C 0.903 5.068 -6.710
C -0.147 6.153 -6.840
O -0.247 6.889 -5.624
H 0.653 4.387 -5.892
H 0.987 4.492 -7.634
H 1.879 5.502 -6.477
H -1.125 5.716 -7.051
H 0.105 6.844 -7.650
H 0.618 7.280 -5.448
C 3.367 8.029 -10.365
C 2.510 7.622 -9.183
O 3.291 6.896 -8.236
H 3.798 7.148 -10.847
H 2.779 8.581 -11.102
H 4.202 8.656 -10.040
H 1.690 6.979 -9.508
H 2.084 8.501 -8.689
H 4.009 7.472 -7.946
C -4.511 -5.641 4.459
C -5.060 -4.235 4.337
O -5.531 -4.009 3.014
H -3.695 -5.798 3.749
H -4.140 -5.828 5.470
H -5.284 -6.379 4.225
H -4.280 -3.500 4.549
H -5.886 -4.073 5.037
H -6.226 -4.656 2.837
C 5.064 -5.335 -2.733
C 3.891 -4.953 -1.855
O 4.347 -4.574 -0.560
H 5.623 -6.162 -2.288
H 4.727 -5.633 -3.729
H 5.760 -4.498 -2.834
H 3.209 -5.798 -1.738
H 3.333 -4.116 -2.290
H 4.942 -3.820 -0.671
C 8.087 -4.845 0.494
C 8.768 -5.216 -0.809
O 8.453 -4.265 -1.820
H 7.003 -4.802 0.360
H 8.317 -5.572 1.276
H 8.408 -3.854 0.829
H 8.429 -6.196 -1.151
H 9.855 -5.251 -0.685
H 8.763 -3.403 -1.516
C -8.248 -6.483 6.648
C -8.739 -5.865 5.354
O -8.403 -6.704 4.255
H -7.165 -6.629 6.616
H -8.492 -5.848 7.502
H -8.698 -7.468 6.802
H -8.270 -4.892 5.193
H -9.824 -5.726 5.373
H -8.828 -7.559 4.401
C 0.468 5.261 5.762
C -0.310 6.410 5.151
O -1.150 5.935 4.106
H 1.077 4.764 5.002
H 1.122 5.614 6.563
H -0.211 4.507 6.170
H 0.371 7.150 4.726
H -0.931 6.905 5.905
H -1.756 5.288 4.490
C 0.587 12.237 -7.238
C 0.169 11.264 -8.322
O 0.853 10.025 -8.165
H 1.666 12.410 -7.274
H 0.073 13.194 -7.352
H 0.361 11.833 -6.247
H 0.415 11.661 -9.309
H -0.909 11.077 -8.285
H 0.623 9.674 -7.294
C -0.861 -9.077 4.193
C -1.412 -7.670 4.070
O -1.885 -7.443 2.747
H -0.045 -9.232 3.482
H -0.489 -9.264 5.203
H -1.633 -9.816 3.960
H -0.633 -6.934 4.283
H -2.238 -7.511 4.771
H -2.579 -8.091 2.569
*
```

Atom charges from the Löwdin analysis, given in e for atoms 1 to 2: atom 1 (H): 0.05, atom 2 (N): 0.07